(A)
DFT (wB97M-V/def2-TZVPD) results for C4H9NO3 as an isolated structure.

- Kohn-Sham gap: 9.342 eV
- Total charge: 0
- E_LUMO: 0.4 eV

```
17
C4H9NO3, DFT wB97M-V/def2-TZVPD
C 1.120 -0.062 -1.338
N -0.021 -0.891 1.235
C 0.619 0.489 -0.028
O 0.364 -2.153 0.715
O 0.565 -0.614 2.479
O 1.331 1.179 0.705
H 0.803 -2.633 1.439
H 1.208 0.105 2.249
H 2.023 -0.643 -1.141
H 0.397 -0.721 -1.819
H 1.376 0.764 -2.000
C -0.976 1.154 -0.176
C -2.028 0.766 -0.912
H -2.819 1.441 -1.225
H -0.914 2.238 -0.054
H -0.896 -0.116 0.958
H -2.153 -0.302 -1.087
```

(B)
DFT (wB97M-V/def2-TZVPD) results for the molecule C4H9NO3.

- Kohn-Sham gap: 10.345 eV
- Total charge: 0
- E_LUMO: 0.5 eV

```
17
C4H9NO3, DFT wB97M-V/def2-TZVPD
N 0.014 -1.733 0.461
C 0.456 -0.218 0.881
C -0.719 0.775 1.162
C -2.000 0.447 0.293
O -1.671 -0.185 -0.917
C 1.293 0.276 -0.293
O 2.536 0.401 -0.263
O 0.684 0.582 -1.413
H -0.448 -2.198 1.202
H 0.919 -2.259 0.192
H 1.084 -0.407 1.711
H -0.987 0.608 2.171
H -0.488 1.785 0.872
H -2.602 1.319 0.172
H -2.614 -0.320 0.808
H -1.188 -1.053 -0.620
H -0.347 0.584 -1.247
```

Stability, lowest: (A)

(A)
DFT (wB97M-V/def2-TZVPD) results for the molecule C4H9NO3.

- Kohn-Sham gap: 10.485 eV
- Total charge: 0
- E_LUMO: 0.5 eV

```
17
C4H9NO3, DFT wB97M-V/def2-TZVPD
C 1.353 0.083 1.184
C 1.051 -0.003 -0.298
O 1.510 -1.296 -0.821
C -0.432 0.051 -0.668
N -1.032 1.334 -0.486
C -1.413 -0.978 -0.093
O -1.116 -2.114 0.004
O -2.474 -0.423 0.477
H 0.829 -0.645 1.772
H 2.436 -0.128 1.400
H 1.158 1.054 1.670
H 1.646 0.712 -0.855
H 0.883 -1.862 -0.401
H -0.473 -0.096 -1.766
H -0.520 2.079 0.010
H -1.182 1.728 -1.413
H -2.223 0.503 0.284
```

(B)
DFT (wB97M-V/def2-TZVPD) results for a 2-piece molecular cluster, C4H9NO3 overall.

- Kohn-Sham gap: 10.310 eV
- Total charge: 0
- E_LUMO: 0.3 eV

```
17
C4H9NO3, DFT wB97M-V/def2-TZVPD
C -0.212 -0.039 2.340
C 0.357 0.386 0.935
C 1.756 0.181 0.482
O 2.440 1.099 0.112
N -0.509 -0.381 -0.013
C -1.898 -0.035 0.089
O -2.520 -0.734 -0.627
H -0.510 0.838 3.030
H 0.474 -0.487 2.964
H -1.204 -0.655 2.237
H 0.018 1.564 0.892
H 1.972 -0.855 0.404
H -0.393 -1.318 -0.350
H -2.208 0.826 0.698
O 0.566 -0.360 -2.958
H 1.493 -0.176 -2.825
H 0.014 -0.061 -2.242
```

(C)
DFT (wB97M-V/def2-TZVPD) results for a 2-piece molecular cluster, C4H9NO3 overall.

- Kohn-Sham gap: 9.474 eV
- Total charge: 0
- E_LUMO: 0.4 eV

```
17
C4H9NO3, DFT wB97M-V/def2-TZVPD
N -0.626 -2.400 1.236
C -0.362 -1.038 1.338
O -0.432 -0.451 2.368
C -0.035 -0.472 -0.070
C 0.210 1.087 0.146
C -0.784 1.653 1.188
O -0.713 2.812 1.496
H -0.646 -3.009 0.431
H -0.756 -2.950 2.061
H -0.961 -0.731 -0.603
H 0.948 -0.900 -0.431
H -0.036 1.520 -0.760
H 1.245 1.287 0.317
H -1.658 1.070 1.626
O 1.234 0.748 -3.143
H 1.967 1.317 -3.054
H 1.402 0.456 -4.146
```

Stability, lowest: (B)

(A)
DFT (wB97M-V/def2-TZVPD) results for the molecule C3H6ClFS.

- Kohn-Sham gap: 10.033 eV
- Total charge: 0
- E_LUMO: 0.8 eV

```
12
C3H6ClFS, DFT wB97M-V/def2-TZVPD
F -0.859 -1.115 1.360
C 0.256 -1.157 0.508
C 0.335 0.343 -0.114
S 0.272 1.519 1.313
C -0.695 0.667 -1.124
Cl -0.156 -0.373 -2.359
H 0.146 -2.004 -0.273
H 0.962 -1.255 1.145
H 1.339 0.420 -0.411
H 0.873 0.757 2.230
H -1.733 0.327 -0.922
H -0.740 1.871 -1.354
```

(B)
DFT (wB97M-V/def2-TZVPD) results for the molecule C3H6ClFS.

- Kohn-Sham gap: 10.085 eV
- Total charge: 0
- E_LUMO: 0.7 eV

```
12
C3H6ClFS, DFT wB97M-V/def2-TZVPD
C 0.464 1.393 0.168
C 0.785 -0.070 0.157
F 0.425 -0.694 1.593
Cl 2.319 -0.759 -0.106
C -0.283 -0.793 -0.660
S -2.085 -0.506 0.031
H 1.034 1.948 0.776
H 0.487 1.940 -0.856
H -0.567 1.526 0.345
H -0.215 -1.865 -0.756
H -0.333 -0.483 -1.682
H -2.032 -1.636 0.990
```

Stability, lowest: (A)

(A)
DFT (wB97M-V/def2-TZVPD) results for an isolated ion of composition C2H7N2O and charge +1.

- Kohn-Sham gap: 11.518 eV
- Total charge: +1
- E_LUMO: -3.9 eV

```
12
C2H7N2O, DFT wB97M-V/def2-TZVPD
N 0.715 1.311 0.064
C 0.005 0.125 0.013
N 0.815 -1.119 0.271
C -1.286 0.011 -0.690
O -1.248 -0.194 0.716
H 1.150 1.502 0.988
H 0.163 2.106 -0.274
H 1.641 -0.685 0.820
H 1.244 -1.500 -0.572
H 0.172 -1.740 0.794
H -1.634 0.956 -0.903
H -1.735 -0.773 -1.226
```

(B)
DFT (wB97M-V/def2-TZVPD) results for a 2-piece molecular cluster, C2H7N2O overall.

- Kohn-Sham gap (spin up / spin down): 8.248 / 8.979 eV
- Total charge: +1
- E_LUMO (spin up / spin down): -5.5 / -5.1 eV

```
12
C2H7N2O, DFT wB97M-V/def2-TZVPD
C -0.364 0.500 -0.418
C 2.087 -0.089 -0.159
N -0.459 1.699 -1.152
N -1.566 -0.050 0.433
O -0.614 0.341 -1.756
H 2.634 0.895 -0.127
H 1.625 -0.564 -1.067
H 1.890 -0.656 0.775
H -1.361 2.172 -1.300
H -2.078 0.711 0.739
H -1.350 -0.584 1.231
H -2.011 -0.651 -0.187
```

(C)
DFT (wB97M-V/def2-TZVPD) results for a 2-piece molecular cluster, C2H7N2O overall.

- Kohn-Sham gap: 9.447 eV
- Total charge: +1
- E_LUMO: -3.9 eV

```
12
C2H7N2O, DFT wB97M-V/def2-TZVPD
C -1.361 -0.325 0.039
C -2.612 0.032 0.087
N 1.933 -0.340 0.233
N -0.294 0.549 -0.448
O -3.713 0.355 0.018
H -1.034 -1.223 0.612
H 2.420 0.506 -0.068
H 2.381 -0.491 1.133
H 2.027 -1.175 -0.275
H -0.600 1.531 -0.025
H -0.009 0.610 -1.428
H 0.862 -0.031 0.121
```

(D)
DFT (wB97M-V/def2-TZVPD) results for a 2-piece molecular cluster, C2H7N2O overall.

- Kohn-Sham gap: 11.171 eV
- Total charge: +1
- E_LUMO: -4.1 eV

```
12
C2H7N2O, DFT wB97M-V/def2-TZVPD
C 2.091 -1.700 0.282
N 1.184 -1.196 0.998
H 2.607 -2.595 0.597
H 2.389 -1.206 -0.631
H 0.553 -0.337 0.537
H 0.985 -1.682 1.867
C -0.962 1.159 -0.108
N -2.029 1.431 -0.829
O -0.160 0.271 -0.472
H -0.790 1.794 0.766
H -2.740 2.120 -0.634
H -2.248 0.778 -1.569
```

Stability, lowest: (B)